Entry 1:
The following is a DFT calculation (ωB97M-V with the def2-TZVPD basis set) of a molecular structure, C13H25ClGaIN2P2.

Last column: natural (NBO) charge in e.
Positions of all 45 atoms, in Å:
H 3.182813 1.566141 0.413410  0.202
C 2.744979 -0.969477 -1.644945  0.027
C -0.629753 -4.067141 -0.258026  -0.956
H 0.693371 4.353052 0.109692  0.276
H -1.018252 -0.606755 -1.345679  0.190
H -0.761871 3.001727 2.730138  0.262
C -2.804108 -2.293636 -0.936169  -0.971
N 6.569835 -3.015916 0.541711  -0.205
C 3.340792 0.592916 -0.056042  0.019
Cl -3.925530 0.797981 0.398297  -0.492
C -1.611119 3.411179 2.163075  -0.924
C -1.998246 4.696681 -0.345205  -0.957
P -1.527215 -2.585337 0.309561  1.273
H -3.081932 4.635929 -0.447102  0.252
H -3.362830 -3.233202 -0.974682  0.294
H -2.356119 -2.082851 -1.911507  0.269
C 4.427073 -0.187029 0.367236  -0.187
H -1.672457 4.493687 2.349342  0.271
P -1.377621 3.162777 0.370933  0.870
C -0.791370 0.452659 -1.500458  -0.970
H 0.891168 2.931201 1.193985  0.259
H 5.087752 0.135113 1.173827  0.252
H -1.574631 4.852507 -1.333559  0.261
C 4.655293 -1.417567 -0.258704  -0.112
H -1.754441 -3.255946 2.619187  0.283
H -2.976522 -3.995788 1.498895  0.269
H 0.163032 -4.321545 0.457101  0.282
H -0.643041 0.701882 -2.575259  0.240
H -3.450924 -1.462248 -0.619896  0.287
H -1.403707 -4.843556 -0.316782  0.269
H -3.157656 -2.261026 2.023392  0.274
C 0.441028 3.296418 0.260632  -0.935
C 5.717133 -2.306308 0.161050  0.229
I 0.243280 -1.262200 1.290696  0.124
C -2.448600 -3.072349 1.785930  -0.969
H 0.801186 2.686201 -0.575243  0.261
H 0.090355 0.741926 -0.934877  0.261
Ga -2.583116 1.692068 -1.135582  1.324
N 2.504113 0.169896 -1.002494  -0.465
H 3.969032 -2.730257 -1.852829  0.251
H 2.050434 -1.210920 -2.452860  0.202
H -0.209658 -3.842130 -1.248127  0.268
H -2.532040 2.923088 2.502826  0.271
H -1.736982 5.531664 0.305338  0.268
C 3.817073 -1.803510 -1.300225  -0.197

Atoms 1-3, force components in eV/Å:
-0.18 -0.25 -0.22
0.54 -0.16 0.50
-0.27 0.65 -0.02

The value obtained for the gap between HOMO and LUMO is 0.223 Eh. Its net charge is +2. The spin multiplicity is 1.

---

Entry 2:
The following is a DFT calculation (ωB97M-V with the def2-TZVPD basis set) of a molecular structure, C40H52N4O12Se2SiSn.

Last column: Löwdin charge in e.
Positions of all 112 atoms, in Å:
H 4.926888 -0.603163 -4.941217  0.059
H 2.053289 4.371227 -1.693597  0.086
C -3.656394 -0.249875 -0.794510  -0.561
C -4.065184 0.956256 -2.919956  -0.050
H 2.854658 -0.008609 -3.148516  0.062
O -3.445377 -8.442137 2.460579  -0.068
H 6.932176 -0.513566 -1.954706  0.125
H -2.786451 5.159120 1.517878  0.078
H 0.507848 1.244129 5.834284  0.082
H -1.708525 0.878258 4.634728  0.089
Se 2.755874 -0.089981 -0.480076  0.685
O -2.866440 -0.874866 0.045293  -0.238
H -0.973010 3.253849 5.259280  0.080
H 1.645917 -5.334765 2.757434  0.108
C 2.286788 3.736027 0.353939  -0.651
H -4.116952 2.660343 0.036097  0.091
N -1.855644 -0.010088 -2.295827  -0.067
C 2.670484 -3.453592 2.954666  -0.088
H -0.914099 3.935658 -1.449698  0.085
H -0.428836 -6.079903 3.406353  0.110
O 1.385460 2.661896 0.158703  -0.142
H -0.922772 0.037117 3.286162  0.078
C 0.373339 -3.663014 2.308374  -0.214
C -0.807577 -4.505311 1.955601  -0.208
H -1.725066 5.635062 0.180593  0.072
C -3.566786 -2.912338 -2.381139  -0.146
C -2.542487 4.971037 0.469967  -0.038
H -4.188829 1.927921 -4.798020  0.077
C 0.001359 1.928979 3.842137  -0.639
H 1.301180 0.343025 4.532490  0.069
C 4.601559 -1.958407 -2.233878  -0.462
C 4.828613 -0.451002 -2.408346  -0.583
N 0.245475 -2.339433 2.193790  0.112
H 5.514342 -2.441048 -1.884722  0.061
C 0.977240 1.333501 4.851775  -0.030
Si 0.118333 2.107384 1.075731  -0.015
C -3.238174 0.241343 -1.980880  -0.278
H 4.074953 1.217512 -3.532168  0.131
H 1.172049 -0.511970 2.275031  0.071
C -3.567700 1.385852 -4.095099  -0.117
C -2.616087 -4.780713 0.595459  -0.206
C -1.427147 0.421471 -3.509399  -0.273
H -5.297412 -4.989573 0.271864  0.107
H 5.285346 -0.063808 -0.318727  0.075
O 0.678294 -0.638284 -3.146321  -0.001
C -4.831459 -4.401851 -0.507536  -0.024
H 3.618423 -3.896022 3.237279  0.099
H -3.024192 -2.314087 -3.105382  0.107
H -3.585158 2.842875 1.724187  0.087
H 1.340453 0.182458 -5.099615  0.105
H 2.980509 3.035744 2.272355  0.077
C 1.308783 -1.577592 2.430196  -0.192
H 4.307236 -2.406035 -3.180186  0.069
H 1.162895 4.757258 1.900430  0.077
O 6.639364 -0.862704 -3.983099  -0.064
O -1.022343 3.306284 1.164836  -0.119
O -1.638514 -8.178872 3.791326  -0.069
O 3.990367 -0.461801 -4.756736  -0.058
O -4.963631 -0.109784 -0.373614  0.036
H -5.097225 1.137072 -2.643000  0.104
C -4.948207 -3.032891 -2.458448  -0.071
H -4.982125 -0.586012 0.465554  0.104
C -3.452939 -4.208525 -0.499330  -0.220
H 3.611655 4.839380 -0.973059  0.081
H 3.377558 -1.409801 2.967901  0.100
H -1.404433 2.234545 -1.309709  0.067
C -1.047758 -5.717124 2.596414  0.032
Se 3.214854 -2.358077 -0.881488  0.644
C -1.210483 1.015811 3.671547  -0.016
C -5.587866 -3.799530 -1.501018  -0.082
H -1.093017 3.764805 3.557746  0.072
H -1.745273 1.396644 -5.360917  0.088
O -0.349328 0.721012 0.501445  -0.410
C -2.178477 1.099774 -4.418930  -0.051
C 2.855972 4.051419 -1.027045  -0.025
N -2.832478 -3.484047 -1.434009  0.113
N -1.579440 -4.038520 0.977010  0.168
H 4.141859 4.090012 1.423660  0.082
H 6.424594 0.903351 -2.905523  0.129
C -2.435944 -7.848341 2.890301  -0.700
H -6.665478 -3.914781 -1.513193  0.096
C -3.261788 2.586253 0.710951  -0.021
C -0.024269 0.058428 -3.839984  -0.450
C -0.440601 3.316770 4.306598  -0.035
C 2.542683 -2.081363 2.814780  -0.098
C 1.574799 -4.257382 2.695593  -0.022
C -2.132958 3.513862 0.282526  -0.625
H -3.755754 -6.613747 0.846482  0.111
H 0.764918 5.269203 0.260852  0.076
O 0.727706 2.072701 2.621132  -0.115
C 4.578232 0.273017 -1.079172  -0.491
C 3.401766 3.294044 1.301048  -0.025
C -1.730651 3.265159 -1.167041  -0.017
H 3.900099 2.406641 0.904962  0.059
H -2.913095 1.554007 0.702521  0.066
C -2.129602 -6.491699 2.206006  -0.102
Sn -0.842341 -1.073623 -0.612843  1.271
H -2.578275 3.437202 -1.834393  0.090
C 3.884444 0.134767 -3.470276  -0.228
H 2.291660 5.798324 1.004668  0.083
H -1.926207 1.449694 2.972312  0.071
H -5.495264 -2.511640 -3.232794  0.099
H 7.547289 -0.642346 -4.206286  0.091
H 1.856808 1.975596 4.938472  0.081
C 6.286184 -0.176314 -2.773275  -0.201
C -2.923097 -6.007393 1.177562  0.034
C 1.583165 4.969919 0.916861  -0.028
H 0.434098 3.959433 4.436552  0.081
H 3.305182 3.153513 -1.455853  0.062
H 4.673172 1.354972 -1.199145  0.060
H -3.416750 5.202918 -0.142614  0.082
O 0.445176 0.545512 -5.017955  0.088

Atoms 1-3, force components in eV/Å:
0.00 0.01 -0.01
0.00 0.00 0.00
0.05 -0.01 -0.03

The value obtained for the gap between HOMO and LUMO is 0.137 Eh. Its net charge is -2. The spin multiplicity is 1. As for the energy above the lowest of the compared OMol25 structures with the same formula, charge and spin: 28.6 kcal per mole.

---

Entry 3:
The following is a DFT calculation (ωB97M-V with the def2-TZVPD basis set) of a molecular structure, C16H20AsF6N2O10S.

Last column: natural (NBO) charge in e.
Positions of all 56 atoms, in Å:
N -2.010529 -0.703760 -3.466548  -1.253
O -0.212869 -0.914640 -1.255388  -0.829
H 1.929491 -0.024680 -2.570098  0.299
O -2.042669 -4.924360 1.903392  -0.684
C -0.172319 -4.023200 0.604252  0.429
F -2.941909 3.847540 -0.482058  -0.615
O 1.189671 -2.389520 4.234692  -0.677
H 4.040131 0.697520 -3.865868  0.210
H 5.127961 1.028270 -0.525388  0.206
H 0.988321 0.275410 3.349872  0.182
O -2.570909 -0.813450 0.093712  -0.726
H 5.035051 0.072690 -2.601558  0.181
C -1.613069 -4.085500 1.032712  0.345
F -1.969319 2.545690 -2.449028  -0.637
O 1.502561 1.302420 -0.518308  -0.936
C 0.185011 -1.607300 4.173962  0.444
N -1.028079 1.410390 0.155952  -0.875
H -1.809149 2.033200 0.304802  0.431
As -1.889969 4.261750 -1.837978  2.785
H -0.964189 0.825840 0.977122  0.463
C 0.094631 -0.230610 3.684022  -0.576
C -2.401889 -1.492480 4.540712  -0.508
H 4.134861 2.419080 -0.011208  0.237
C 4.236731 1.617110 -0.742358  -0.627
H -1.420199 0.760770 -0.510628  0.458
H 3.170631 -1.218680 -1.904918  0.265
O 0.769771 -4.905690 0.853292  -0.692
C -1.938219 -1.854970 0.131422  0.403
F -3.243489 4.832260 -2.894188  -0.636
H 5.308891 2.371850 -2.306518  0.201
C 4.303411 1.964470 -2.200848  -0.434
C 2.880111 -0.179580 -2.059788  -0.731
H -1.330589 -0.665200 -2.720698  0.457
H -3.487069 -3.063470 1.096112  0.199
F -0.753739 4.626370 -3.183788  -0.634
H -2.242639 -1.676880 -3.605338  0.331
H 3.403901 2.532730 -2.437598  0.232
C -2.427789 -0.231110 4.097062  0.377
C 4.057391 0.515730 -2.791278  -0.422
H -1.690439 -0.470340 -4.395618  0.124
O -1.192159 -3.278390 5.229472  -0.683
H -2.809759 -0.174470 -3.148448  0.405
F -1.816069 5.858600 -1.050138  -0.633
C -0.512539 -1.885470 -0.536978  0.421
C 0.315961 -3.011170 -0.197378  -0.501
H -3.292519 -2.007220 4.869682  0.184
O -3.637599 0.243630 3.912872  -0.792
O 3.041381 -0.385070 0.698342  -0.865
F -0.398259 3.771610 -0.843008  -0.642
S 2.754091 0.517670 -0.475388  2.114
C -1.100819 0.466830 3.584642  0.405
O -1.105619 1.664060 3.192932  -0.762
H -0.125749 1.790150 -0.092378  0.454
C -2.430149 -2.997640 0.884042  -0.470
C -1.202769 -2.189880 4.649602  0.419
H 1.315101 -2.848890 -0.573948  0.179

Atoms 1-3, force components in eV/Å:
-0.65 -0.60 0.09
0.43 1.10 -1.46
-0.02 -0.43 0.23

The expectation value of S² is 0.7505. The value obtained for the gap between HOMO and LUMO (alpha / beta) is 0.071 / 0.087 Eh. Its net charge is -4. The spin multiplicity is 2.

---

Entry 4:
The following is a DFT calculation (ωB97M-V with the def2-TZVPD basis set) of a molecular structure, C32H43N2OP2SSc.

Last column: Löwdin charge in e.
Positions of all 82 atoms, in Å:
C 0.058831 2.790454 -1.506715  -0.394
H -0.273664 4.238370 2.560227  0.059
H -2.965236 -0.577822 -2.376487  0.046
C -3.132584 1.734608 -0.864684  -0.092
C -4.514295 -1.282234 -3.015076  -0.158
C -4.349095 -1.821314 -0.650622  -0.252
H -0.465986 0.191633 -4.273601  0.056
H 2.309703 7.525602 -3.753283  0.125
H -5.222215 2.472228 2.501510  0.112
C -2.494509 1.569066 -2.258435  -0.617
H 1.216296 5.359684 -4.262890  0.127
C -2.803331 2.823817 -3.087217  -0.063
O -1.961358 -0.350884 0.414230  -0.695
H -2.809451 0.203172 -3.957501  0.112
H 2.186189 0.500282 3.771341  0.109
C 0.987984 4.785560 -2.214804  -0.213
C -5.661373 -0.530284 -2.770241  -0.094
H -6.165307 -0.024763 -3.589302  0.138
C 2.001661 6.868609 -2.943902  -0.024
C -0.880363 3.344083 2.397585  -0.196
H -7.039630 0.181526 -1.276643  0.121
H -4.121322 -1.360572 -4.025055  0.141
C 1.252426 0.804611 3.283695  -0.075
H 0.737485 -0.111020 2.968025  0.065
C 2.433951 0.993077 1.092544  -0.086
H -3.174384 1.176049 2.074794  0.083
C -6.152712 -0.415162 -1.471675  -0.041
H -4.223438 1.819116 -0.940132  0.103
C 1.207187 5.156045 -0.871906  -0.214
Sc 0.000000 0.000000 0.000000  0.675
H -2.724548 -2.421440 3.261628  0.118
C -4.969532 -1.184989 3.752172  -0.035
C -0.076049 1.098263 -3.801829  -0.214
H 0.631594 1.286906 4.047757  0.092
H 2.584460 3.659562 1.819665  0.076
H -2.919638 0.879387 -0.212359  0.016
H 3.221083 2.664114 3.115824  0.105
P -0.112044 2.126365 1.270668  0.988
H 1.016213 1.027906 -3.829080  0.059
H 1.946295 0.092237 0.700955  -0.001
H -2.386575 3.730032 -2.635217  0.081
H -4.341151 -2.704068 1.309923  0.106
C -3.646874 -2.515924 0.486309  -0.230
P -0.654711 1.216411 -2.069633  0.996
H -3.329205 -3.510060 0.148555  0.113
H 2.709652 1.620741 0.237343  0.102
C -5.500216 -1.055729 -0.416818  -0.014
C -3.995513 0.706628 2.615657  -0.052
C 1.532418 1.747039 2.091001  -0.701
H 1.714612 3.534354 3.357342  0.088
C -6.127968 -0.443198 3.992597  -0.052
H -4.917337 -2.206842 4.121726  0.122
H -1.082349 2.892517 3.373178  0.059
H -0.368385 1.947897 -4.423579  0.055
H -6.957069 -0.889429 4.535991  0.118
H -2.782121 2.642129 -0.362404  0.079
C 1.385847 5.648887 -3.228851  0.016
H -4.248967 0.474138 -2.979995  0.069
H -2.955922 -2.491166 -2.168250  0.145
N 0.847284 4.351150 0.142927  0.158
H -2.421853 2.751478 -4.110182  0.082
H -1.841086 3.672877 1.988225  0.056
H 3.367806 0.675560 1.571913  0.125
H -1.800240 -0.927641 3.314054  0.099
C -2.637396 -1.425739 2.811936  -0.252
H 1.991153 6.653762 0.438823  0.126
C -3.860334 -1.923311 -1.961576  -0.081
C 1.818397 6.373655 -0.597278  0.013
C -5.155074 1.446293 2.854851  -0.061
C 2.293159 2.971641 2.617756  -0.070
N 0.410637 3.613825 -2.529986  0.157
C 2.219763 7.232258 -1.621832  -0.025
H 0.404102 -1.767813 0.415931  -0.056
S -2.143999 -1.682361 1.079489  0.969
H -7.122193 1.449739 3.728149  0.116
H -3.886705 2.978418 -3.163671  0.104
C -3.892195 -0.622842 3.048747  -0.279
C -6.221390 0.871133 3.541461  -0.061
H 2.701606 8.177156 -1.383558  0.125
H -5.893644 -0.942785 0.590837  0.116
C -3.160642 0.348745 -2.930032  -0.130
C 0.291078 3.152950 -0.169739  -0.396

Atoms 1-3, force components in eV/Å:
0.80 1.36 -1.71
0.21 -0.32 -0.36
1.04 2.31 -0.40

The value obtained for the gap between HOMO and LUMO is 0.238 Eh. Its net charge is +2. The spin multiplicity is 1. As for the energy above the lowest of the compared OMol25 structures with the same formula, charge and spin: 0.0 kcal per mole.

---

Energy (Eh)
-3984.6514, -7984.3992, -4716.4537, -3270.8727